No. 1
This record from the OMol25 dataset describes C29H49GeN5RuSe as an isolated structure. The level of theory is ωB97M-V/def2-TZVPD.

Calculated values
HOMO energy (spin up / spin down): -15.5 / -15.3 eV
Spin multiplicity: 2
LUMO energy (spin up / spin down): -9.6 / -8.7 eV
Electronic energy: -162737.588 eV
Total charge: +3

The geometry in XYZ format:
```
86
C29H49GeN5RuSe | the OMol25 dataset | ωB97M-V/def2-TZVPD
Ru -0.6910 -0.1983 0.5561
Se 1.0060 -2.2261 -0.0794
Ge 4.1453 -2.4668 -0.9786
N -0.1193 0.2290 -1.6781
N -2.0493 -0.3642 -2.8695
N -2.6188 -0.7380 -0.5863
N -0.2907 2.5587 0.2212
N -0.4692 5.2723 -0.8274
C -1.4731 -1.3252 2.6520
C 0.9372 -2.1689 3.0545
C -5.2404 -1.2866 -1.4696
C -3.6258 -1.1213 0.2482
C -1.4793 3.0379 -0.5011
C -0.0986 0.1952 -4.0780
C 1.5272 0.9220 2.9217
C 4.4102 -0.6665 -0.2890
C -3.5171 0.2735 2.9796
C 1.8707 0.8452 -2.9095
C 0.8987 3.3111 -0.2132
C -2.0817 -0.0426 2.7097
C -2.9571 -0.6766 -1.8800
C 0.7506 4.8162 -0.0563
C 1.1841 0.6306 -1.7526
C 1.2024 0.6081 -4.1179
C 5.6703 -3.6063 -0.7046
C -1.2798 2.3488 3.1317
C -0.7334 0.0259 -2.8338
C -4.2537 -0.9440 -2.3466
C 2.7076 -3.1799 0.1403
C -4.9121 -1.3859 -0.1189
C 0.1366 -3.2976 -1.4546
C 3.5192 -2.4478 -2.8079
C -2.1209 -2.6656 2.7463
C -1.7100 4.5360 -0.3740
C -0.0591 -1.1276 2.7104
C -1.0607 0.9246 2.7468
C 0.1991 0.2696 2.6776
H -0.4226 2.7123 1.2096
H 5.9539 -3.6340 0.3483
H -0.8647 -2.8961 -1.5869
H 1.9308 -1.9407 2.6801
H 4.9613 -0.7045 0.6532
H -1.7761 -3.3282 1.9504
H 2.3532 0.2652 2.6529
H 3.0018 -3.1008 1.1879
H 2.4699 -4.2277 -0.0501
H 1.6774 0.7570 -0.8030
H -5.6413 -1.6787 0.6242
H -3.2069 -2.6152 2.7092
H -4.4566 -0.8842 -3.4089
H 5.4551 -4.6198 -1.0443
H 1.0013 -2.1912 4.1505
H -2.3677 2.5205 -0.1424
H 3.5124 -3.4612 -3.2128
H -0.6451 -0.0152 -4.9900
H -1.8794 4.8337 0.6602
H 0.5877 5.1101 0.9802
H 1.7734 2.9900 0.3506
H 4.9842 -0.0499 -0.9835
H 2.5143 -2.0258 -2.8758
H 1.6138 5.3558 -0.4409
H -0.3786 2.9569 3.0398
H -0.3188 5.1014 -1.8243
H 1.7061 0.7325 -5.0684
H -2.1069 2.8119 2.5875
H -0.5976 6.2812 -0.7291
H 1.6431 1.1766 3.9793
H 6.5202 -3.2287 -1.2752
H -6.2431 -1.4928 -1.8227
H -1.8475 -3.1357 3.6946
H 3.4430 -0.1878 -0.1125
H -1.3564 2.7667 -1.5544
H 2.9060 1.1568 -2.8812
H 0.6901 -3.2474 -2.3868
H -3.5998 0.6510 4.0036
H 0.6435 -3.1564 2.7117
H -1.5577 2.3846 4.1899
H 4.1858 -1.8473 -3.4295
H 0.0708 -4.3263 -1.1127
H -2.5464 4.8801 -0.9790
H -3.9039 1.0508 2.3196
H 1.6380 1.8477 2.3553
H -4.1668 -0.5939 2.9099
H -3.3385 -1.2545 1.2586
H 1.0893 3.0737 -1.2620
H -2.4276 -0.4411 -3.7996
```

List of Mulliken charges in e, atom by atom: Ru 0.8606; Se 0.2115; Ge 0.4506; N 1.8458; N 0.2343; N 0.8181; N 1.3224; N -0.0942; C 0.7322; C -1.3011; C -0.7336; C -0.4411; C -0.6057; C -0.9031; C -2.0761; C -0.7365; C -1.9654; C -0.9784; C -0.8009; C 1.7071; C 0.4086; C -1.0728; C -1.0800; C -0.9312; C -1.1478; C -1.6344; C -0.1176; C -1.0932; C -1.1503; C -1.3078; C -1.0382; C -0.7189; C -2.0359; C -1.0088; C 0.9059; C 0.8551; C 0.0082; H -0.7761; H 0.3677; H 0.1803; H 0.3074; H 0.3901; H 0.2959; H 0.3781; H 0.4739; H 0.6023; H 0.6902; H 0.5520; H 0.4795; H 0.5560; H 0.3871; H 0.4149; H 0.1276; H 0.3573; H 0.5797; H 0.3673; H 0.3972; H 0.3687; H 0.3728; H -0.0936; H 0.4845; H 0.6905; H 0.3904; H 0.4742; H 0.3946; H 0.3617; H 0.3484; H 0.3798; H 0.4644; H 0.4465; H -0.1474; H 0.4452; H 0.5989; H 0.2904; H 0.4878; H 0.5154; H 0.2960; H 0.3754; H 0.4871; H 0.4951; H 0.3676; H 0.2801; H 0.4378; H -0.2260; H 0.4769; H 0.2208

No. 2
This record from the OMol25 dataset describes C29H50AsN5RuSSbSi2 as an isolated structure. The level of theory is ωB97M-V/def2-TZVPD.

Calculated values
HOMO energy (spin up / spin down): -9.7 / -9.8 eV
Spin multiplicity: 5
LUMO energy (spin up / spin down): -2.3 / -4.2 eV
Electronic energy: -134877.683 eV
Total charge: +1

The geometry in XYZ format:
```
90
C29H50AsN5RuSSbSi2 | the OMol25 dataset | ωB97M-V/def2-TZVPD
Sb -0.7105 0.6142 2.4513
Ru -0.9857 0.1409 -0.0693
As 0.9256 1.1722 -1.0561
S -2.1343 2.2558 -1.7855
Si 3.1564 0.5568 -0.3982
Si 1.1531 1.4150 -3.4718
N 1.2965 -3.9958 -0.9649
N -0.0128 -2.0727 -0.7649
N -1.5490 -0.3047 -1.8354
N -1.1769 -1.2623 -2.6209
N -3.2882 0.2495 0.0945
C -2.7222 -0.6462 4.6181
C 0.2371 -3.1712 -2.9479
C 2.3336 2.9187 -3.6125
C -0.8715 3.5731 1.7766
C 1.9695 -0.1792 -4.1906
C 0.7346 0.8381 5.2500
C -5.0600 0.4014 -1.5246
C -0.9628 -2.1783 3.6866
C 3.9453 2.1854 0.2424
C -1.9037 -1.0191 3.3986
C 0.7408 -2.9898 -0.2599
C -5.5629 0.4109 0.7974
C 0.0157 -3.2567 -4.3229
C -6.0052 0.4270 -0.5189
C 1.0800 -4.1160 -2.3342
C 1.6790 -5.1191 -3.0799
C 0.6343 -4.2460 -5.0638
C -2.6341 0.5298 -2.1880
C 3.0633 -0.7950 0.9733
C 1.0608 0.6172 3.7875
C -1.6257 2.6355 2.7117
C -3.7171 0.3526 -1.1758
C 2.0713 1.6292 3.2807
C 4.3139 -0.1168 -1.7641
C 1.4685 -5.1717 -4.4480
C -0.4253 1.7955 -4.4778
C -4.2082 0.3097 1.0545
C -1.6508 3.1552 4.1353
C -0.3277 -2.1305 -2.1216
H -2.5878 -1.3361 2.6013
H -0.4236 -2.4688 2.7828
H -0.9550 2.6522 -4.0706
H 3.1917 2.8744 0.6145
H 1.9465 -5.9464 -5.0293
H -0.6330 -2.5332 -4.7909
H -1.1013 0.9455 -4.4817
H 1.4737 -0.3900 3.6752
H -1.5298 -3.0413 4.0344
H 1.5904 0.5602 5.8649
H 1.4354 -0.5240 -5.0699
H 1.7299 2.6438 3.4675
H 1.8918 3.7922 -3.1390
H 2.9972 0.0122 -4.4810
H -2.0322 2.4063 4.8261
H -0.8868 3.1959 0.7472
H 3.3580 -1.7661 0.5881
H 5.3343 -0.1400 -1.3962
H 1.9726 -0.9963 -3.4716
H -0.1125 0.2393 5.5682
H -1.3365 4.5579 1.7718
H 0.4666 -4.3088 -6.1278
H -3.3745 -1.4761 4.8971
H -2.2879 4.0369 4.1945
H -3.3471 0.2272 4.4363
H -0.1802 2.0230 -5.5109
H 4.4614 2.6887 -0.5680
H -2.9773 0.4227 -3.2211
H 2.2287 1.5137 2.2100
H 4.0523 -1.1239 -2.0701
H -2.6506 2.5229 2.3418
H 3.7210 -0.5754 1.8085
H -0.6537 3.4497 4.4493
H 0.1644 3.7004 2.0927
H 2.5367 3.1737 -4.6466
H -5.3362 0.4359 -2.5663
H 4.2927 0.5183 -2.6421
H -6.2568 0.4862 1.6168
H -3.8546 0.2743 2.0777
H 4.6686 2.0213 1.0334
H -7.0567 0.4661 -0.7557
H 2.0461 -0.8829 1.3571
H 0.5048 1.8789 5.4474
H 2.3132 -5.8430 -2.5936
H 3.2835 2.7211 -3.1223
H -0.2358 -1.9241 4.4549
H 3.0283 1.4993 3.7826
H 1.9005 -4.6678 -0.5138
H -2.0736 -0.4398 5.4636
H 0.9483 -2.9685 0.8017
```

List of Mulliken charges in e, atom by atom: Sb 0.4565; Ru 0.1092; As 0.1143; S -0.3161; Si 0.5163; Si 0.4930; N 0.0904; N -0.0876; N 1.2808; N -1.1414; N 0.4603; C -1.5775; C 0.8904; C -1.1590; C -1.1357; C -0.9286; C -1.4897; C -1.0922; C -1.3085; C -1.3688; C 0.5032; C -0.7827; C -1.2927; C -0.3480; C -0.4047; C 0.0147; C -0.8854; C -0.9031; C -0.0242; C -0.5052; C 0.5779; C 0.5491; C -0.1741; C -1.3913; C -1.1519; C -0.4995; C -1.1122; C -0.3062; C -1.5855; C 0.0670; H 0.4512; H 0.1541; H 0.3540; H 0.3684; H 0.4300; H 0.5319; H 0.2098; H 0.4731; H 0.4966; H 0.4523; H 0.4343; H 0.2631; H 0.3142; H 0.5693; H 0.3129; H -0.0060; H 0.5420; H 0.4489; H -0.0467; H 0.2541; H 0.4378; H 0.4405; H 0.4245; H 0.4916; H 0.3266; H 0.4671; H 0.3342; H 0.7082; H 0.0634; H 0.3385; H 0.4348; H 0.5645; H 0.2932; H 0.2007; H 0.4069; H 0.4773; H 0.2322; H 0.4746; H 0.5647; H 0.4409; H 0.4574; H -0.6001; H 0.2690; H 0.4184; H 0.2666; H 0.2635; H 0.4898; H 0.2946; H 0.3423; H 0.5176

No. 3
This record from the OMol25 dataset describes a 2-piece molecular cluster, C29H50Cl3F3N6O5 overall. The level of theory is ωB97M-V/def2-TZVPD.

Calculated values
HOMO energy: -5.5 eV
LUMO energy: -2.7 eV
Electronic energy: -95764.602 eV

The geometry in XYZ format:
```
96
C29H50Cl3F3N6O5 | the OMol25 dataset | ωB97M-V/def2-TZVPD
Cl -1.7287 -1.0065 0.6746
Cl 2.5254 2.8207 -2.3398
Cl 5.0390 -2.2776 -2.1794
F 1.1976 -6.4110 -2.4926
F 2.7420 -6.8811 -1.0354
F 0.8974 -5.9174 -0.4030
O 4.3787 -2.1145 0.3922
O 1.5088 -2.7528 0.9546
O -5.2465 3.4469 -0.9799
O 1.3305 -9.2788 -1.5394
O 0.3662 -8.5232 0.3953
N 1.7289 0.9926 3.4832
N 2.0935 -0.0159 -0.8546
N 0.9564 -1.0350 -4.3803
N 0.7848 -1.8420 0.2563
N 1.3776 -2.0091 -2.0918
N -3.7849 3.5474 -2.9110
C 4.2623 -1.4610 -0.7094
C 1.9868 0.5918 2.0671
C -3.2456 2.8493 4.1672
C -3.4220 2.1140 5.6007
C 0.0794 -0.8340 1.1005
C 1.7165 5.1791 -0.9891
C 2.2543 -7.8003 1.7939
C 0.1194 -1.5339 2.5834
C -5.0884 3.6554 -3.6973
C -0.2899 1.7917 1.7350
C -1.6989 1.9879 -3.2469
C 1.3759 3.8749 -0.0555
C -0.8072 2.3564 -1.9048
C 1.2191 1.1217 -0.4397
C 0.6688 0.6838 1.0659
C 1.9564 -1.5704 -3.4017
C -4.2026 3.9835 -1.5181
C 0.2918 -1.9104 3.8420
C 1.4480 -1.3157 -0.9362
C -1.3175 1.4070 2.8842
C 1.3993 -8.9415 1.2729
C 0.6886 -8.2620 -1.0016
C 3.5325 0.0114 -0.7854
C 2.0248 2.4877 -0.5505
C -3.3635 5.1374 -0.7681
C -1.7091 2.8153 3.6532
C 0.0642 1.0610 -1.5903
C 1.4059 -6.8787 -1.2310
C -3.2942 2.1274 -2.8957
H 1.8120 4.1605 0.9932
H -2.3495 0.9906 2.5274
H -5.6551 4.6352 -3.4068
H 0.2370 3.8927 0.0832
H -4.9156 3.6812 -4.8382
H -2.4194 1.8141 6.0933
H 2.4635 -2.4931 -3.8844
H 2.2491 0.4066 4.1610
H 1.4221 -3.6031 0.4281
H 0.6219 -1.7887 -5.0071
H 2.8344 1.3321 1.7380
H 1.3416 6.0897 -0.3548
H 0.8827 -9.3804 2.1339
H -1.0251 2.8705 4.5972
H -3.8903 2.3972 3.3236
H 2.7849 -8.1062 2.7012
H 0.6276 0.8099 -2.5869
H -3.5468 1.6483 -1.8703
H 3.0656 2.5220 -0.0163
H -2.5719 5.5982 -1.4906
H -0.8945 0.7359 3.7407
H 0.3195 2.7020 2.1475
H 3.0136 -7.5112 1.0668
H -0.3186 -8.0479 -1.4016
H 0.4408 -2.1961 4.9524
H -3.5063 3.9752 4.3255
H 4.0434 0.5974 0.0875
H 1.0897 5.2171 -1.9590
H -5.8187 2.7905 -3.4573
H 2.0125 -9.7438 0.8513
H 2.5217 -0.4457 1.9687
H -4.0603 6.0046 -0.4690
H 2.8411 5.3549 -1.1401
H -1.5916 2.6658 -1.1228
H -1.4949 2.7312 -4.1161
H 2.0266 1.9628 3.6870
H 1.6477 -6.9184 2.0174
H -0.6968 0.2074 -1.4895
H -4.0634 1.1661 5.4457
H -1.4430 3.7275 2.9975
H 3.9839 0.4892 -1.7554
H -0.2336 3.3107 -2.2030
H 2.7874 -0.7629 -3.3024
H -3.9371 2.8446 6.3516
H -1.5453 0.8978 -3.5851
H -2.8180 4.6375 0.1165
H -0.9140 2.2546 0.8591
H 1.4990 -0.3893 -5.0015
H 0.8703 -2.9278 -2.0882
H -3.9073 1.5562 -3.7052
```

List of Mulliken charges in e, atom by atom: Cl -0.1553; Cl -0.1577; Cl -0.1555; F -0.3180; F -0.2804; F -0.2571; O -0.4400; O -0.3754; O -0.5440; O -0.8689; O -0.3576; N -0.3224; N 1.7595; N -0.5256; N 0.5984; N 0.4477; N 0.0202; C 0.3267; C -1.0703; C -0.4328; C -0.9794; C 0.3554; C -1.2773; C -0.9141; C -0.3525; C -0.9606; C -0.5886; C -0.6993; C -0.2401; C 1.1656; C -0.3573; C 1.8433; C -0.4732; C 0.5822; C -0.8708; C -1.7140; C -0.1725; C -0.2943; C 0.1156; C -0.6569; C 0.0378; C -0.7027; C -0.6477; C -1.4545; C 0.6515; C -0.7484; H 0.4327; H 0.2925; H 0.3031; H -0.0158; H 0.3017; H 0.2820; H 0.4456; H 0.3009; H 0.3633; H 0.3017; H 0.1572; H 0.3908; H 0.2928; H 0.2778; H 0.2916; H 0.4314; H 0.3711; H 0.2796; H 0.4974; H 0.2367; H -0.0011; H 0.1228; H 0.2018; H 0.1839; H 0.3763; H 0.2920; H 0.3815; H 0.2571; H 0.3547; H 0.2837; H 0.3904; H 0.3812; H 0.3483; H -0.4931; H 0.3508; H 0.2288; H 0.1394; H 0.2982; H 0.2326; H 0.2860; H 0.6923; H -0.4330; H 0.2543; H 0.2980; H 0.3146; H 0.0048; H -0.6462; H 0.2425; H 0.4016; H 0.4831